11 unconnected molecules or ions with the total composition C59H134F12N6O10P4 in a non-equilibrium geometry, computed with the ωB97M-V functional and the def2-TZVPD basis.

Geometry (Å):
C 14.801 16.710 -14.780
C 14.181 16.228 -13.642
C 13.220 15.036 -13.771
O 12.576 14.486 -12.777
C 13.140 14.287 -14.904
C 13.941 14.535 -16.135
C 14.668 15.955 -16.069
O 15.196 16.471 -17.081
O 13.935 13.759 -17.179
O 14.207 16.976 -12.597
H 15.388 17.616 -14.789
H 12.594 13.357 -14.956
C 9.425 15.337 -16.379
C 8.106 14.918 -15.717
C 6.845 15.339 -16.450
C 6.785 14.917 -17.940
P 5.138 14.723 -18.661
C 5.173 14.142 -20.389
C 6.507 13.528 -20.801
C 6.621 13.073 -22.284
C 7.677 12.091 -22.546
C 4.241 13.454 -17.623
C 4.608 11.944 -17.856
C 5.807 11.502 -16.907
C 6.219 10.040 -17.029
C 4.077 16.279 -18.736
C 2.664 16.258 -19.373
C 1.989 17.601 -19.594
C 2.898 18.613 -20.369
H 10.279 14.766 -16.015
H 9.649 16.377 -16.139
H 9.514 15.034 -17.422
H 8.153 15.272 -14.687
H 8.003 13.874 -15.420
H 6.746 16.420 -16.344
H 6.030 14.964 -15.832
H 7.211 13.959 -18.238
H 7.292 15.730 -18.460
H 4.928 14.903 -21.130
H 4.258 13.553 -20.448
H 6.703 12.680 -20.145
H 7.341 14.165 -20.507
H 6.588 13.967 -22.907
H 5.643 12.660 -22.529
H 7.408 11.085 -22.223
H 8.642 12.310 -22.088
H 7.739 11.915 -23.619
H 3.187 13.562 -17.879
H 4.382 13.752 -16.584
H 4.769 11.650 -18.893
H 3.813 11.258 -17.563
H 5.407 11.655 -15.904
H 6.663 12.171 -17.000
H 5.513 9.330 -16.598
H 7.203 9.832 -16.608
H 6.138 9.905 -18.108
H 4.700 17.143 -18.963
H 3.942 16.438 -17.666
H 2.036 15.676 -18.699
H 2.506 15.813 -20.355
H 1.641 18.015 -18.648
H 1.053 17.374 -20.105
H 3.640 18.884 -19.619
H 2.415 19.579 -20.517
H 3.298 18.277 -21.325
C 1.919 15.854 -11.183
C 3.348 15.908 -10.816
C 3.567 16.657 -9.499
C 4.996 16.928 -8.930
P 6.040 18.457 -9.344
C 7.074 19.077 -7.961
C 7.583 17.913 -7.119
C 8.883 18.294 -6.359
C 9.336 17.121 -5.500
C 6.989 18.361 -10.909
C 8.280 17.509 -10.894
C 9.047 17.482 -12.236
C 9.896 16.239 -12.476
C 4.774 19.742 -9.627
C 5.243 21.113 -10.099
C 4.076 22.031 -10.324
C 2.981 21.529 -11.345
H 1.535 16.837 -11.456
H 1.280 15.594 -10.339
H 1.683 15.123 -11.956
H 3.801 16.425 -11.662
H 3.866 14.949 -10.848
H 2.933 16.228 -8.723
H 3.035 17.601 -9.616
H 5.694 16.145 -9.228
H 4.865 16.783 -7.857
H 6.614 19.858 -7.355
H 7.761 19.550 -8.663
H 7.796 16.969 -7.619
H 6.793 17.713 -6.395
H 8.607 19.156 -5.751
H 9.671 18.638 -7.029
H 10.334 17.241 -5.080
H 9.564 16.185 -6.010
H 8.661 16.981 -4.656
H 7.206 19.385 -11.213
H 6.380 18.017 -11.744
H 8.028 16.504 -10.553
H 8.977 17.904 -10.155
H 9.634 18.399 -12.179
H 8.249 17.551 -12.975
H 10.536 16.170 -13.356
H 9.260 15.357 -12.554
H 10.609 16.140 -11.657
H 4.260 19.746 -8.667
H 3.974 19.314 -10.232
H 5.799 20.982 -11.027
H 5.874 21.693 -9.425
H 4.519 22.928 -10.758
H 3.673 22.385 -9.375
H 3.303 21.102 -12.295
H 2.358 22.305 -11.789
H 2.374 20.724 -10.930
C 13.691 14.910 -7.510
C 13.008 15.180 -8.870
C 13.494 16.443 -9.453
O 13.093 17.621 -8.633
C 11.771 17.903 -8.654
N 13.344 14.035 -9.848
H 12.807 13.187 -9.742
H 13.216 14.211 -10.835
H 14.322 13.809 -9.736
H 13.605 15.654 -6.718
H 14.772 14.771 -7.539
H 13.245 13.985 -7.144
H 11.918 15.191 -8.863
H 12.956 16.563 -10.393
H 14.488 16.391 -9.898
H 11.079 17.288 -8.080
H 11.249 17.870 -9.610
H 11.543 18.898 -8.271
C 16.238 11.796 -17.973
C 15.274 10.644 -18.260
C 15.674 9.187 -17.852
O 14.546 8.267 -17.989
C 14.965 6.854 -17.787
N 13.887 10.930 -17.712
H 13.916 10.391 -16.859
H 13.739 11.910 -17.516
H 13.153 10.611 -18.329
H 16.318 12.012 -16.907
H 15.963 12.803 -18.287
H 17.262 11.637 -18.311
H 14.972 10.809 -19.294
H 16.149 9.084 -16.876
H 16.534 8.919 -18.466
H 15.156 6.598 -16.745
H 15.861 6.519 -18.308
H 14.171 6.151 -18.039
C 13.996 14.984 -19.990
C 13.024 16.181 -19.791
C 11.921 16.373 -20.977
O 10.891 15.410 -20.861
C 10.087 15.346 -22.015
N 12.229 15.924 -18.469
H 12.906 15.910 -17.719
H 11.657 16.752 -18.382
H 11.667 15.092 -18.576
H 14.834 14.940 -19.294
H 14.357 14.892 -21.014
H 13.520 14.004 -20.006
H 13.521 17.132 -19.597
H 12.450 16.236 -21.920
H 11.539 17.381 -20.823
H 9.695 16.315 -22.325
H 9.219 14.714 -21.826
H 10.597 14.873 -22.854
C 18.667 15.645 -18.085
C 18.711 17.167 -18.243
O 19.622 17.767 -18.700
N 17.409 17.894 -17.806
H 16.967 18.271 -18.632
H 16.791 17.156 -17.500
C 17.746 18.908 -16.728
H 18.042 15.257 -17.281
H 19.687 15.384 -17.801
H 18.487 15.196 -19.061
H 18.076 18.445 -15.798
H 16.739 19.249 -16.489
H 18.389 19.728 -17.049
C 9.602 10.480 -11.337
C 9.781 11.646 -12.347
O 9.006 12.510 -12.685
N 11.079 11.549 -13.208
H 11.567 12.419 -13.363
H 11.692 10.858 -12.799
C 10.721 11.042 -14.648
H 10.335 10.630 -10.543
H 9.784 9.485 -11.742
H 8.692 10.341 -10.754
H 11.621 11.169 -15.250
H 9.942 11.698 -15.036
H 10.572 9.982 -14.856
C 14.244 21.593 -15.093
C 14.632 20.599 -14.047
O 15.721 20.576 -13.496
N 13.504 19.606 -13.802
H 12.851 19.405 -14.546
H 13.826 18.656 -13.685
C 12.662 19.989 -12.549
H 14.386 21.192 -16.096
H 14.670 22.587 -14.956
H 13.189 21.785 -14.898
H 12.583 21.076 -12.581
H 13.172 19.735 -11.620
H 11.646 19.594 -12.587
P 10.128 11.685 -18.529
F 10.544 11.076 -20.015
F 10.841 10.445 -17.768
F 11.457 12.606 -18.313
F 9.396 12.289 -17.182
F 9.669 13.035 -19.322
F 8.797 10.764 -18.792
P 14.317 9.741 -13.575
F 14.774 9.847 -12.024
F 12.770 9.489 -12.967
F 14.206 11.352 -13.556
F 13.590 9.865 -15.034
F 15.883 9.863 -14.072
F 14.448 8.150 -13.655

Output
Spin multiplicity: 2
F_max, hartree/bohr: 0.1189
Gap between HOMO and LUMO (spin up / spin down), eV: 5.2 / 3.7
HOMO (spin up / spin down), eV: -17.558 / -17.558
<S²>: 0.793
Total charge: +5
E, eV: -162495.6847

Atomic partial charges in e from the Mulliken method, atoms 1 to 99:
1. C -0.967
2. C -0.225
3. C 0.789
4. O -0.093
5. C 0.378
6. C -0.558
7. C -0.137
8. O -0.938
9. O -0.293
10. O -0.825
11. H 1.451
12. H -0.294
13. C -0.349
14. C 0.071
15. C -1.295
16. C -0.107
17. P 1.121
18. C -1.319
19. C 0.331
20. C -0.830
21. C -1.349
22. C -1.301
23. C -0.975
24. C 0.450
25. C -1.440
26. C -1.265
27. C -0.601
28. C -0.788
29. C -1.090
30. H -0.318
31. H 0.569
32. H 0.031
33. H 0.198
34. H -0.004
35. H 0.494
36. H 0.455
37. H -0.574
38. H 0.787
39. H 0.633
40. H 0.735
41. H -0.139
42. H 0.018
43. H 0.403
44. H 0.591
45. H 0.384
46. H 0.213
47. H 0.412
48. H 0.562
49. H 0.596
50. H 0.394
51. H 0.522
52. H 0.402
53. H -0.387
54. H 0.461
55. H 0.238
56. H 0.348
57. H 0.597
58. H 0.599
59. H 0.315
60. H 0.418
61. H 0.343
62. H 0.438
63. H 0.244
64. H 0.398
65. H 0.298
66. C -1.441
67. C -0.070
68. C -0.931
69. C -1.091
70. P 1.323
71. C -1.174
72. C -0.829
73. C -0.206
74. C -1.490
75. C -1.440
76. C 0.017
77. C -0.097
78. C -0.521
79. C -1.185
80. C -0.527
81. C -0.775
82. C -1.223
83. H 0.360
84. H 0.344
85. H 0.366
86. H 0.128
87. H 0.378
88. H 0.602
89. H 0.212
90. H 0.516
91. H 0.534
92. H 0.712
93. H 0.489
94. H 0.457
95. H 0.486
96. H 0.470
97. H 0.027
98. H 0.424
99. H 0.309


11 unconnected molecules or ions with the total composition C59H134N6O11 in a non-equilibrium geometry, computed with the ωB97M-V functional and the def2-TZVPD basis.

Geometry (Å):
C -3.007 -3.302 -5.016
O -2.823 -2.314 -4.031
H -3.904 -3.833 -4.843
H -2.769 -2.955 -6.003
H -2.148 -4.051 -4.860
H -3.643 -1.788 -4.062
C -3.307 1.000 -2.191
O -4.796 1.203 -2.410
H -2.930 0.392 -2.975
H -2.847 1.975 -2.221
H -3.143 0.563 -1.226
H -5.059 1.484 -1.499
C 2.698 3.731 -5.147
O 2.731 2.347 -4.976
H 3.649 4.192 -5.453
H 1.918 3.931 -5.936
H 2.461 4.259 -4.264
H 2.163 2.060 -4.251
C 4.727 1.338 2.387
O 3.357 1.134 2.887
H 4.792 2.300 1.849
H 5.376 1.385 3.289
H 5.056 0.556 1.737
H 2.760 0.990 2.119
C -1.101 2.760 -4.312
O -0.078 1.811 -3.863
H -0.647 3.530 -4.929
H -1.944 2.223 -4.773
H -1.597 3.138 -3.404
H -0.037 1.048 -4.473
C -2.469 -3.521 4.682
C -3.330 -2.724 3.701
C -4.804 -3.068 3.931
C -5.726 -2.180 3.168
C -5.533 -0.740 3.629
C -4.052 -0.324 3.404
N -3.221 -1.309 4.016
O -1.880 -0.863 4.016
C -3.751 -0.016 1.882
C -3.909 1.051 4.118
C -2.929 -3.088 2.261
H -2.584 -3.189 5.719
H -1.399 -3.537 4.473
H -2.816 -4.577 4.566
H -5.001 -4.142 3.702
H -5.000 -2.864 4.964
H -6.781 -2.427 3.393
H -5.589 -2.265 2.041
H -5.860 -0.692 4.727
H -6.192 -0.040 3.200
H -4.098 1.020 1.705
H -2.678 -0.059 1.677
H -4.253 -0.735 1.255
H -4.749 1.610 3.829
H -4.062 0.902 5.218
H -2.926 1.608 3.906
H -2.931 -4.235 2.068
H -1.982 -2.573 1.990
H -3.664 -2.804 1.535
H -1.488 -0.862 3.083
C -1.071 1.898 6.160
C 0.442 1.951 6.540
C 0.769 1.908 8.084
C 0.975 0.511 8.645
C 1.914 -0.351 7.776
C 1.364 -0.501 6.396
N 1.222 0.923 5.899
O 0.939 0.882 4.490
C 2.497 -1.089 5.517
C 0.111 -1.386 6.193
C 1.050 3.219 6.082
H -1.519 2.803 6.531
H -1.651 1.103 6.631
H -1.030 1.831 5.068
H 1.615 2.492 8.311
H -0.145 2.366 8.495
H 0.120 -0.103 8.752
H 1.417 0.640 9.630
H 2.055 -1.360 8.105
H 2.970 -0.059 7.703
H 2.778 -2.052 5.936
H 2.165 -1.435 4.537
H 3.309 -0.336 5.449
H 0.314 -2.394 6.621
H -0.844 -0.991 6.572
H 0.019 -1.613 5.137
H 0.581 4.011 6.673
H 0.975 3.208 4.957
H 2.098 3.145 6.377
H 1.859 0.976 4.158
C 4.466 -5.199 -4.190
C 5.431 -5.431 -3.035
C 6.218 -4.137 -2.740
C 5.349 -3.094 -2.006
C 4.815 -3.703 -0.719
C 3.940 -4.952 -0.981
N 4.808 -5.848 -1.836
O 4.135 -7.101 -2.059
C 3.794 -5.715 0.300
C 2.626 -4.526 -1.627
C 6.455 -6.412 -3.445
H 5.016 -4.770 -5.018
H 3.706 -4.445 -3.969
H 4.029 -6.198 -4.489
H 7.192 -4.366 -2.230
H 6.610 -3.841 -3.804
H 4.533 -2.724 -2.689
H 5.969 -2.222 -1.878
H 4.223 -3.069 0.008
H 5.687 -4.014 -0.140
H 4.695 -6.181 0.632
H 3.403 -5.106 1.184
H 3.132 -6.504 0.108
H 2.412 -5.342 -2.342
H 1.785 -4.337 -0.933
H 2.717 -3.588 -2.166
H 7.188 -6.603 -2.660
H 7.033 -6.135 -4.329
H 6.007 -7.385 -3.601
H 4.627 -7.770 -1.592
C 1.292 3.217 1.512
C 1.099 2.151 0.374
C 2.316 2.173 -0.585
C 2.337 1.135 -1.695
C 2.138 -0.278 -1.016
C 0.905 -0.389 0.001
N 0.980 0.790 0.932
O -0.160 0.749 1.758
C -0.410 -0.500 -0.822
C 1.225 -1.560 0.898
C -0.174 2.696 -0.351
H 1.412 4.243 1.197
H 2.170 3.002 2.150
H 0.426 3.170 2.118
H 2.336 3.199 -1.106
H 3.246 2.135 0.054
H 3.327 1.072 -2.243
H 1.512 1.283 -2.379
H 2.999 -0.455 -0.429
H 2.084 -1.050 -1.700
H -0.316 0.243 -1.610
H -0.512 -1.564 -1.119
H -1.250 -0.276 -0.157
H 1.252 -2.519 0.345
H 2.271 -1.418 1.206
H 0.565 -1.703 1.721
H -1.051 2.447 0.242
H -0.407 2.251 -1.379
H -0.098 3.770 -0.479
H 0.119 0.852 2.721
C -1.834 6.708 3.349
C -2.864 5.891 2.628
C -4.354 6.264 2.983
C -5.342 5.573 2.062
C -4.970 6.039 0.616
C -3.566 5.470 0.188
N -2.652 6.052 1.182
O -1.305 5.778 0.807
C -3.615 3.876 0.170
C -3.150 5.959 -1.175
C -2.662 4.479 3.158
H -1.758 7.779 3.084
H -0.830 6.292 3.177
H -2.045 6.731 4.462
H -4.538 6.076 4.106
H -4.525 7.372 2.943
H -6.362 5.958 2.330
H -5.481 4.424 2.106
H -4.941 7.158 0.527
H -5.738 5.683 -0.019
H -2.652 3.558 -0.248
H -3.721 3.391 1.083
H -4.455 3.556 -0.372
H -3.786 5.593 -2.030
H -3.241 7.069 -1.282
H -2.133 5.681 -1.448
H -1.806 4.046 2.586
H -3.559 3.849 3.170
H -2.349 4.558 4.231
H -1.057 4.866 0.845
C 0.806 -3.159 -4.427
C 1.183 -2.376 -5.671
C 1.564 -3.297 -6.857
C 1.727 -2.429 -8.129
C 0.327 -1.899 -8.440
C -0.082 -0.905 -7.385
N -0.003 -1.644 -6.077
O -0.293 -0.732 -5.012
C 0.638 0.431 -7.603
C -1.608 -0.559 -7.606
C 2.333 -1.446 -5.248
H 1.681 -3.809 -4.251
H -0.061 -3.798 -4.632
H 0.703 -2.437 -3.557
H 2.493 -3.820 -6.542
H 0.796 -3.982 -7.161
H 2.071 -3.104 -8.898
H 2.442 -1.601 -8.156
H -0.324 -2.797 -8.389
H 0.239 -1.458 -9.467
H 0.511 0.619 -8.713
H 0.304 1.351 -7.021
H 1.743 0.449 -7.377
H -2.345 -1.364 -7.544
H -1.849 0.209 -6.843
H -1.792 -0.169 -8.624
H 3.298 -1.972 -5.228
H 2.139 -1.010 -4.255
H 2.453 -0.625 -5.932
H -0.989 -1.209 -4.520

Output
F_max, hartree/bohr: 0.0742
Gap between HOMO and LUMO, eV: 8.5
HOMO, eV: -8.024
Total charge: 0
E, eV: -94808.1915
Energy above the lowest of the compared OMol25 structures with the same formula, charge and spin, eV: 0.000
SMILES: CC1(C)CCCC(C)(C)N1O.CC1(C)CCCC(C)(C)N1O.CC1(C)CCCC(C)(C)N1O.CC1(C)CCCC(C)(C)N1O.CC1(C)CCCC(C)(C)N1O.CC1(C)CCCC(C)(C)N1O.CO.CO.CO.CO.CO

Atomic partial charges in e from the Mulliken method, atoms 1 to 99:
1. C -0.576
2. O -0.376
3. H 0.437
4. H 0.026
5. H 0.118
6. H 0.268
7. C 1.355
8. O -0.675
9. H -0.410
10. H -0.420
11. H -0.115
12. H 0.340
13. C -0.663
14. O -0.500
15. H 0.277
16. H 0.232
17. H 0.233
18. H 0.318
19. C -0.928
20. O -0.491
21. H 0.292
22. H 0.287
23. H 0.326
24. H 0.042
25. C -0.700
26. O 0.265
27. H 0.302
28. H 0.248
29. H -0.095
30. H -0.002
31. C -2.017
32. C 1.679
33. C -1.179
34. C -0.448
35. C -1.489
36. C 1.599
37. N -0.165
38. O 0.801
39. C -2.014
40. C -1.395
41. C -1.259
42. H 0.319
43. H 0.241
44. H 0.478
45. H 0.378
46. H 0.402
47. H 0.414
48. H 0.247
49. H 0.354
50. H 0.496
51. H 0.270
52. H 0.138
53. H 0.574
54. H 0.733
55. H 0.469
56. H -0.595
57. H 0.391
58. H -0.071
59. H 0.368
60. H -0.331
61. C -1.246
62. C 1.321
63. C -1.105
64. C -0.898
65. C -1.333
66. C 1.763
67. N -0.352
68. O 1.186
69. C -2.178
70. C -1.078
71. C -1.923
72. H 0.670
73. H 0.346
74. H -0.313
75. H 0.447
76. H 0.397
77. H 0.374
78. H 0.472
79. H 0.508
80. H 0.318
81. H 0.552
82. H 0.054
83. H 0.510
84. H 0.552
85. H 0.148
86. H -0.226
87. H 0.489
88. H -0.028
89. H 0.522
90. H 0.041
91. C -1.354
92. C 1.910
93. C -1.591
94. C 0.567
95. C -1.375
96. C 1.979
97. N 0.107
98. O -0.479
99. C -2.074